No. 1
{
  "formula": "C53H66N3O3",
  "method": "ωB97M-V/def2-TZVPD",
  "molar_mass_g_mol": 793.13,
  "orbital_gap_ev": 3.37,
  "fmax_ev_per_a": 2.31,
  "total_charge": 1,
  "total_energy_ev": -66632.4459,
  "e_homo_ha": -0.322,
  "species": ["C", "C", "C", "C", "C", "C", "C", "C", "C", "C", "C", "C", "C", "C", "N", "C", "C", "N", "C", "C", "C", "C", "C", "C", "C", "C", "C", "C", "C", "C", "C", "C", "C", "C", "C", "C", "C", "C", "N", "O", "O", "C", "C", "H", "H", "H", "H", "H", "H", "H", "H", "H", "H", "H", "H", "H", "H", "H", "H", "H", "H", "H", "H", "H", "H", "H", "H", "H", "H", "H", "H", "H", "H", "H", "H", "H", "H", "H", "H", "H", "H", "H", "H", "H", "H", "H", "H", "H", "H", "H", "H", "H", "H", "H", "C", "O", "C", "C", "C", "C", "C", "C", "C", "C", "C", "C", "C", "C", "C", "C", "H", "H", "H", "H", "H", "H", "H", "H", "H", "H", "H", "H", "H", "H", "H"],
  "xyz": [[-1.43289, 1.67327, -1.60502], [-1.24918, 3.15629, -1.32806], [0.11584, 3.56884, -1.88765], [-2.25345, 4.00569, -2.10464], [-1.30784, 3.42998, 0.19229], [-0.08979, 3.44466, 0.88315], [0.10399, 4.40270, 1.87341], [-1.00717, 5.11796, 2.29123], [-2.28725, 4.58226, 2.08657], [-3.32774, 4.90597, 3.19216], [-4.35541, 3.80269, 3.38940], [-4.02270, 6.23492, 2.88460], [-2.62970, 5.02980, 4.55759], [-2.47560, 3.76991, 0.93457], [-3.76065, 3.19544, 0.57287], [-4.94367, 3.95984, 0.16207], [-6.05901, 2.94358, 0.16230], [-5.36755, 1.64009, 0.23527], [-6.11412, 0.42704, -0.09016], [-6.46140, 0.13703, -1.43956], [-5.99541, 0.87810, -2.72770], [-5.83230, -0.13552, -3.87906], [-4.65188, 1.57001, -2.61904], [-7.06229, 1.87988, -3.17770], [-7.36516, -0.89831, -1.69557], [-7.64958, -1.85717, -0.74607], [-7.22683, -1.63045, 0.55231], [-6.67386, -0.40111, 0.92508], [-6.97108, 0.01842, 2.38633], [-7.19313, -1.20247, 3.29451], [-8.29413, 0.80125, 2.39693], [-5.85088, 0.83739, 2.98687], [-4.02876, 1.83905, 0.56936], [-3.04093, 0.96680, 1.04804], [-3.10750, -0.46345, 0.96420], [-3.48087, -1.16159, -0.22703], [-3.91632, -2.47078, -0.15646], [-4.05048, -3.05487, 1.12505], [-5.19005, -3.85921, 1.39869], [-5.47885, -4.02386, 2.61353], [-5.89625, -4.25491, 0.44593], [-3.39331, -2.51012, 2.24474], [-2.86972, -1.23209, 2.14263], [-2.32561, 1.29376, -1.10194], [-1.53003, 1.49620, -2.68654], [-0.59334, 1.08783, -1.20542], [0.37736, 4.58513, -1.57347], [0.90417, 2.88467, -1.56517], [0.10361, 3.53752, -2.98514], [-2.02804, 5.06991, -1.95033], [-2.17484, 3.78277, -3.17856], [-3.27915, 3.83033, -1.78883], [0.73106, 2.79781, 0.57108], [1.09589, 4.58733, 2.28938], [-0.87015, 6.01991, 2.89614], [-3.86548, 2.83742, 3.56612], [-4.97691, 4.03850, 4.26980], [-5.02191, 3.72154, 2.53052], [-3.28363, 7.04477, 2.84516], [-4.54451, 6.20579, 1.92078], [-4.75809, 6.46171, 3.67050], [-1.92138, 5.86342, 4.59810], [-3.38730, 5.19582, 5.33557], [-2.09375, 4.10004, 4.79330], [-5.10829, 4.80038, 0.84420], [-4.79848, 4.38815, -0.84230], [-6.72874, 3.05944, 1.02941], [-6.71654, 2.99881, -0.71507], [-6.79653, -0.49948, -4.25074], [-5.32450, 0.35293, -4.72233], [-5.22319, -0.99423, -3.56532], [-4.59870, 2.24146, -1.76733], [-3.83962, 0.84539, -2.53937], [-4.46852, 2.17989, -3.51817], [-7.12694, 2.74941, -2.51519], [-6.81580, 2.24006, -4.18720], [-8.04648, 1.39903, -3.21132], [-7.81706, -1.00834, -2.68423], [-8.20620, -2.76057, -0.98743], [-7.46320, -2.37729, 1.30700], [-6.36845, -1.92546, 3.22968], [-7.27828, -0.86998, 4.33643], [-8.13158, -1.70865, 3.03567], [-8.28076, 1.65387, 1.70782], [-9.11470, 0.13889, 2.08847], [-8.50152, 1.16664, 3.41176], [-5.81603, 1.81968, 2.52256], [-5.99831, 0.97762, 4.06895], [-4.88480, 0.34139, 2.82623], [-2.27696, 1.42686, 1.67341], [-3.48695, -0.64539, -1.19165], [-4.28505, -3.01618, -1.01772], [-3.40282, -3.05549, 3.17881], [-2.40154, -0.75190, 3.00996], [6.03504, -4.35391, 3.33527], [5.33172, -3.25318, 3.96899], [4.66798, -2.37382, 3.17018], [3.63797, -1.60718, 3.77056], [2.70617, -0.97965, 2.98222], [2.82284, -0.97349, 1.55104], [1.91024, -0.27008, 0.72962], [2.11747, -0.19199, -0.69618], [2.40686, 1.06242, -1.30693], [2.85251, 1.12383, -2.61832], [3.04570, -0.03419, -3.37428], [3.62812, 0.06781, -4.74834], [2.67783, -1.27297, -2.82947], [2.25221, -1.36001, -1.51404], [3.95894, -1.67255, 0.99169], [4.89961, -2.29354, 1.78024], [6.30920, -4.98297, 4.18404], [5.38395, -4.90421, 2.63230], [6.93984, -3.99700, 2.81233], [3.58708, -1.62067, 4.85657], [1.84800, -0.49329, 3.44789], [1.12512, 0.31542, 1.19475], [2.39809, 1.96088, -0.68281], [3.09062, 2.08489, -3.08713], [4.15350, -0.85479, -5.01302], [2.83822, 0.23915, -5.48718], [4.33071, 0.90336, -4.80362], [2.77078, -2.17055, -3.44796], [2.06800, -2.34121, -1.06191], [4.08380, -1.73677, -0.09002], [5.77264, -2.78773, 1.33769]],
  "forces_ev_per_a": [[-0.38, -0.48, -0.25], [0.08, -0.57, 0.13], [0.41, 0.08, 0.03], [-0.29, 0.23, 0.21], [-0.03, -0.29, -0.29], [-0.02, 0.47, -0.17], [-0.22, -0.15, -0.08], [0.40, 0.04, 0.63], [-0.53, -0.11, -0.24], [0.09, 0.27, -0.14], [-0.36, -0.08, -0.09], [-0.09, 0.17, 0.01], [0.18, 0.07, 0.15], [0.11, 0.04, 0.43], [0.03, 0.53, -0.25], [0.63, 0.79, -0.21], [-0.61, -0.63, 0.20], [0.39, 0.13, -0.37], [-0.39, -0.17, -0.02], [0.17, 0.47, -0.19], [-0.20, -0.22, -0.01], [0.05, -0.14, -0.20], [0.22, 0.47, -0.01], [-0.16, 0.15, -0.09], [-0.03, -0.37, -0.26], [0.23, 0.05, 0.20], [-0.42, 0.15, 0.00], [-0.10, 0.05, 0.25], [0.39, -0.46, 0.09], [-0.02, -0.17, 0.03], [-0.10, 0.04, -0.22], [0.30, 0.31, 0.31], [0.70, -0.83, 0.95], [-1.09, 0.44, -0.53], [-0.16, -0.60, 0.18], [0.31, 0.09, 0.37], [-0.46, -0.07, 0.83], [0.44, 1.05, -0.16], [-1.38, -1.50, 0.45], [0.17, -0.17, -2.30], [1.22, 0.34, 1.73], [0.03, 0.44, -0.59], [0.12, -0.15, -0.38], [0.29, 0.11, -0.32], [0.20, -0.06, 0.21], [-0.04, 0.10, -0.15], [0.02, -0.12, -0.10], [-0.22, 0.31, -0.08], [-0.11, -0.01, 0.19], [-0.09, -0.18, -0.09], [-0.02, 0.06, 0.29], [0.17, -0.01, -0.16], [-0.06, 0.54, -0.30], [-0.30, 0.07, -0.17], [-0.09, -0.65, 0.09], [-0.16, 0.10, -0.12], [0.23, -0.09, -0.29], [0.06, -0.12, 0.35], [-0.20, -0.07, 0.01], [0.12, 0.13, 0.26], [0.19, 0.02, -0.21], [-0.16, -0.18, 0.09], [0.17, -0.03, -0.19], [-0.07, 0.24, 0.00], [-0.17, -0.29, -0.21], [-0.02, -0.05, 0.25], [0.25, -0.03, -0.05], [0.42, -0.01, 0.19], [0.30, 0.02, 0.02], [-0.11, -0.07, 0.18], [-0.16, 0.15, -0.08], [0.07, -0.08, -0.24], [-0.08, 0.10, -0.01], [-0.07, -0.27, 0.15], [-0.03, -0.13, -0.19], [-0.11, -0.03, 0.23], [0.12, 0.14, -0.02], [0.40, 0.01, 0.33], [0.09, 0.22, 0.00], [-0.04, 0.34, -0.23], [-0.22, 0.19, 0.07], [0.01, -0.01, -0.21], [0.26, 0.00, 0.20], [0.02, -0.08, 0.15], [0.14, 0.21, 0.07], [0.03, -0.06, -0.20], [0.09, -0.10, 0.23], [-0.02, -0.04, -0.28], [-0.23, 0.19, 0.15], [-0.13, -0.08, -0.27], [0.03, -0.17, 0.47], [-0.15, 0.22, 0.06], [-0.08, 0.15, -0.01], [-0.30, -0.15, -0.29], [0.27, 0.14, 0.03], [-0.93, 1.30, -1.29], [0.53, -1.23, 0.66], [-0.13, -0.05, 0.05], [0.20, 0.06, 0.28], [-0.57, -0.22, -0.57], [1.64, -0.76, 0.65], [0.40, -0.12, -1.72], [-0.21, -0.56, 0.71], [0.13, 0.04, 0.02], [-0.34, -0.01, 0.17], [0.04, -0.10, -0.15], [0.09, 0.16, 0.08], [0.02, 0.30, 0.74], [0.33, 0.06, 0.05], [-0.31, -0.21, -0.39], [0.04, 0.02, -0.33], [0.18, 0.35, 0.40], [-0.38, -0.16, 0.31], [-0.21, -0.01, -0.22], [0.26, -0.02, -0.12], [0.01, 0.18, 0.11], [-0.11, -0.30, -0.32], [-0.04, -0.29, 0.39], [-0.09, 0.17, -0.04], [0.10, -0.03, 0.03], [-0.09, -0.12, -0.06], [-0.02, 0.26, 0.32], [-0.16, 0.39, -0.25], [0.04, 0.34, 0.40], [-0.56, 0.20, 0.15]]
}



No. 2
{
  "formula": "C34H31AsN2O7P2S3V",
  "method": "ωB97M-V/def2-TZVPD",
  "molar_mass_g_mol": 863.64,
  "multiplicity": 3,
  "e_above_lowest_kcal_mol": 0.0,
  "orbital_gap_ev": [7.92, 7.78],
  "fmax_ev_per_a": 3.25,
  "total_charge": -1,
  "total_energy_ev": -190688.7236,
  "s2": 2.05,
  "e_homo_ha": [-0.201, -0.212],
  "species": ["V", "O", "As", "O", "O", "C", "C", "C", "C", "C", "C", "S", "O", "O", "O", "H", "H", "H", "H", "H", "C", "C", "P", "C", "C", "C", "C", "C", "C", "C", "C", "C", "C", "C", "C", "C", "P", "C", "C", "C", "C", "C", "C", "C", "C", "C", "C", "C", "C", "H", "H", "H", "H", "H", "H", "H", "H", "H", "H", "H", "H", "H", "H", "H", "H", "H", "H", "H", "H", "H", "H", "H", "H", "H", "H", "S", "C", "N", "O", "S", "N"],
  "xyz": [[-0.14227, 0.09656, 0.28378], [1.81012, -2.06405, 2.64085], [0.77660, -0.78197, 3.22857], [0.13660, -1.32191, 4.62688], [-0.45441, -0.29106, 2.10234], [1.81868, 0.84054, 3.43061], [1.54576, 1.56551, 4.58090], [2.12581, 2.81573, 4.76317], [2.96729, 3.35044, 3.79570], [3.23834, 2.64572, 2.63330], [2.66194, 1.39948, 2.44938], [3.09581, 0.47862, 0.99038], [3.98352, -0.55927, 1.48156], [3.62700, 1.36705, -0.00050], [1.80002, -0.17378, 0.56923], [2.63030, -1.71814, 2.23456], [0.88427, 1.13077, 5.31714], [1.91390, 3.37964, 5.66453], [3.40974, 4.32916, 3.94294], [3.86652, 3.05504, 1.85101], [-2.49652, -0.62333, -2.54174], [-1.08160, -0.47704, -3.14448], [0.19275, 0.43358, -2.15404], [1.73383, -0.37046, -2.80790], [2.19895, -1.54491, -2.20650], [3.35751, -2.16550, -2.65124], [4.07303, -1.62881, -3.71267], [3.61144, -0.47814, -4.33406], [2.45187, 0.14469, -3.88667], [0.28773, 2.06954, -2.95953], [1.39711, 2.86484, -2.64960], [1.50723, 4.14427, -3.16578], [0.50199, 4.66118, -3.97722], [-0.60232, 3.88378, -4.28416], [-0.70430, 2.58973, -3.78117], [-3.03961, 0.54234, -1.68040], [-2.47010, 0.49997, 0.07912], [-3.09560, 2.07378, 0.76431], [-2.64599, 2.43232, 2.03651], [-3.05689, 3.62549, 2.61285], [-3.92129, 4.47076, 1.92488], [-4.38049, 4.11356, 0.66738], [-3.96477, 2.91993, 0.08816], [-3.66258, -0.68617, 0.86520], [-3.66890, -2.03846, 0.50203], [-4.56858, -2.93402, 1.06515], [-5.48716, -2.50177, 2.00755], [-5.49465, -1.16690, 2.38334], [-4.59516, -0.26891, 1.82011], [-2.50171, -1.52901, -1.94994], [-3.19188, -0.79215, -3.36476], [-1.11853, 0.00060, -4.12168], [-0.66813, -1.47007, -3.29092], [1.66059, -1.97161, -1.37917], [3.70745, -3.06342, -2.15436], [4.98757, -2.10354, -4.05108], [4.15857, -0.05267, -5.16831], [2.11149, 1.04040, -4.38666], [2.16783, 2.47969, -1.98953], [2.37168, 4.74935, -2.91864], [0.57304, 5.67581, -4.35162], [-1.39922, 4.28523, -4.89872], [-1.57368, 1.99814, -4.04076], [-4.12734, 0.51719, -1.67794], [-2.71770, 1.51239, -2.07350], [-1.97124, 1.77272, 2.56823], [-2.68847, 3.90372, 3.59278], [-4.22374, 5.41533, 2.36452], [-5.04406, 4.77365, 0.12146], [-4.31572, 2.66458, -0.90489], [-2.97524, -2.42077, -0.22642], [-4.53448, -3.97505, 0.76671], [-6.18758, -3.20027, 2.45143], [-6.20144, -0.81461, 3.12529], [-4.62515, 0.76179, 2.13676], [0.37693, 2.50188, 0.54847], [-0.62171, 3.55498, -0.31249], [-1.27734, 4.32117, -0.88664], [-0.98526, -4.02151, -0.27956], [-0.48424, -2.84794, 0.43947], [-0.55828, -1.54102, -0.32584]],
  "forces_ev_per_a": [[0.43, 2.05, 1.19], [0.03, 0.17, -0.12], [-0.53, -0.25, 0.58], [0.05, 0.44, -0.21], [0.71, -0.30, 0.64], [0.26, 0.22, -0.61], [0.20, 0.03, -0.12], [0.06, 0.09, -0.01], [-0.07, 0.06, 0.18], [-0.09, -0.16, -0.06], [-0.22, -0.11, 0.35], [-0.45, -0.67, -0.02], [-0.02, -0.10, -0.09], [0.01, 0.20, -0.05], [1.32, 0.35, 0.24], [-0.13, -0.01, -0.07], [-0.05, 0.00, 0.09], [0.01, -0.02, -0.04], [-0.04, -0.04, 0.00], [-0.03, -0.03, 0.06], [0.11, 0.29, 0.07], [-0.22, 0.27, 0.25], [0.40, -0.15, -1.31], [0.00, -0.07, 0.12], [0.02, 0.17, -0.11], [-0.03, 0.02, -0.02], [-0.01, 0.01, 0.00], [-0.04, 0.01, 0.01], [-0.05, -0.06, -0.01], [0.07, 0.09, 0.18], [-0.03, 0.02, 0.01], [-0.04, 0.00, -0.03], [-0.01, -0.05, 0.03], [0.04, -0.06, 0.06], [0.02, 0.06, -0.08], [0.36, -0.19, -0.03], [-1.71, 0.36, 0.03], [0.11, -0.01, 0.02], [-0.07, 0.08, 0.01], [-0.02, -0.04, -0.07], [0.04, -0.02, 0.02], [0.03, -0.08, -0.04], [-0.12, 0.00, -0.01], [0.03, -0.15, -0.08], [-0.08, 0.11, 0.03], [0.04, 0.03, -0.05], [-0.02, 0.03, 0.05], [0.06, 0.03, -0.05], [0.06, -0.11, -0.05], [-0.05, -0.17, 0.04], [-0.05, 0.03, -0.06], [0.00, -0.03, -0.12], [0.06, -0.13, -0.01], [-0.06, -0.02, 0.17], [-0.04, 0.06, -0.02], [-0.05, 0.03, 0.02], [-0.04, -0.02, 0.04], [0.01, 0.05, 0.01], [-0.01, 0.01, 0.00], [-0.04, -0.02, 0.01], [0.01, -0.04, 0.00], [0.03, -0.02, 0.00], [-0.01, 0.04, 0.04], [-0.11, 0.05, -0.04], [-0.03, 0.00, -0.03], [0.08, -0.01, 0.00], [-0.01, -0.02, -0.02], [0.01, -0.07, -0.01], [0.03, -0.03, 0.01], [0.02, 0.06, 0.06], [0.05, -0.01, -0.07], [0.01, 0.04, 0.00], [0.04, 0.03, -0.01], [0.02, 0.00, -0.02], [0.00, 0.07, 0.01], [-0.07, 0.76, -0.11], [-0.04, -0.07, 0.07], [0.15, -0.17, 0.09], [0.03, -0.03, 0.01], [-0.19, 0.38, -0.54], [-0.13, -3.22, -0.40]]
}